Version w
ORCA calculation (the ωB97M-V functional and the def2-TZVPD basis) on a 2-piece molecular cluster, C7H15NO overall.

Computed properties:
2S+1: 1
orbital gap: 10.1 eV
structure (SMILES): CC(C)(C)C=O.[H]/N=C/C

Positions of all 24 atoms, in Å:
C (1.36, 1.03, 0.28)
C (1.14, -0.45, -0.01)
C (1.19, -0.75, -1.51)
C (2.19, -1.28, 0.73)
C (-0.30, -1.00, 0.61)
O (-0.82, -2.02, 0.17)
H (1.19, 1.25, 1.34)
H (0.66, 1.65, -0.29)
H (2.37, 1.34, 0.01)
H (2.17, -0.50, -1.93)
H (0.43, -0.19, -2.05)
H (1.03, -1.82, -1.70)
H (2.18, -1.07, 1.80)
H (2.01, -2.35, 0.61)
H (3.20, -1.06, 0.35)
H (-0.41, -0.68, 1.66)
H (-2.69, -0.96, -1.29)
N (-3.14, -0.17, -0.80)
C (-2.25, 0.59, -0.29)
C (-2.57, 1.79, 0.53)
H (-1.04, 0.34, -0.41)
H (-1.90, 1.83, 1.39)
H (-2.41, 2.69, -0.07)
H (-3.60, 1.76, 0.87)

Version x
ORCA calculation (the ωB97M-V functional and the def2-TZVPD basis) on one molecule with the formula C7H15NO.

Computed properties:
2S+1: 1
orbital gap: 10.1 eV
structure (SMILES): C[C@@H]1CNC[C@@H](CO)C1

Positions of all 24 atoms, in Å:
C (-2.52, -0.80, 0.30)
C (-1.05, -0.38, 0.39)
C (-0.95, 1.14, 0.55)
N (0.45, 1.53, 0.61)
C (1.13, 1.24, -0.65)
C (1.15, -0.27, -0.88)
C (2.07, -0.97, 0.13)
O (1.74, -0.77, 1.48)
C (-0.29, -0.81, -0.87)
H (-3.00, -0.34, -0.55)
H (-2.59, -1.88, 0.19)
H (-3.05, -0.51, 1.20)
H (-0.60, -0.85, 1.26)
H (-1.43, 1.45, 1.48)
H (-1.47, 1.63, -0.29)
H (0.53, 2.52, 0.82)
H (2.15, 1.62, -0.59)
H (0.64, 1.73, -1.51)
H (1.58, -0.46, -1.87)
H (2.05, -2.05, -0.03)
H (3.10, -0.62, -0.05)
H (1.43, 0.15, 1.55)
H (-0.27, -1.90, -0.93)
H (-0.81, -0.42, -1.75)

Which is most stable? The ranking, best first, is version x, version w.

Version w
ORCA calculation (the ωB97M-V functional and the def2-TZVPD basis) on C7H15NO as an isolated structure.

Computed properties:
2S+1: 1
orbital gap: 8.6 eV

Positions of all 24 atoms, in Å:
C (-0.45, -0.51, -0.36)
C (0.31, 0.49, -1.02)
C (-1.93, -0.63, -0.64)
C (0.18, -1.76, 0.20)
C (1.79, 0.72, -0.90)
C (0.55, 0.68, 2.21)
C (-0.35, 0.95, 1.04)
O (0.28, -0.75, -2.50)
N (-1.24, 1.83, 0.96)
H (-0.47, -0.52, -3.07)
H (-0.25, 1.31, -1.45)
H (-1.35, 2.37, 1.83)
H (-2.33, 0.26, -1.11)
H (-2.10, -1.48, -1.30)
H (-2.48, -0.81, 0.29)
H (0.15, -2.52, -0.58)
H (-0.38, -2.13, 1.06)
H (1.22, -1.62, 0.49)
H (2.31, -0.09, -0.39)
H (2.00, 1.66, -0.39)
H (2.20, 0.77, -1.91)
H (1.60, 0.65, 1.90)
H (0.31, -0.29, 2.65)
H (0.43, 1.44, 2.98)

Version x
ORCA calculation (the ωB97M-V functional and the def2-TZVPD basis) on C7H15NO as an isolated structure.

Computed properties:
2S+1: 1
orbital gap: 9.1 eV

Positions of all 24 atoms, in Å:
C (-0.10, -0.01, 0.72)
C (-0.22, 1.36, -1.30)
C (-2.07, 1.52, 0.56)
C (0.83, 0.89, 1.51)
C (0.11, -2.32, -1.09)
N (-0.83, 0.45, -0.35)
C (0.90, -1.29, -0.36)
C (2.23, -1.29, -0.36)
O (-0.78, -0.83, 1.59)
H (-1.45, -1.28, 1.06)
H (-1.01, 1.85, -1.87)
H (0.38, 2.16, -0.85)
H (0.40, 0.81, -2.01)
H (-2.50, 1.03, 1.44)
H (-2.83, 1.64, -0.21)
H (-1.61, 2.47, 0.82)
H (0.26, 1.48, 2.24)
H (1.41, 1.56, 0.88)
H (1.52, 0.27, 2.08)
H (0.72, -3.19, -1.38)
H (-0.35, -1.92, -2.00)
H (-0.69, -2.72, -0.45)
H (2.82, -2.12, -0.76)
H (2.85, -0.51, 0.09)

Version y
ORCA calculation (the ωB97M-V functional and the def2-TZVPD basis) on one molecule with the formula C7H15NO.

Computed properties:
2S+1: 1
orbital gap: 9.2 eV
structure (SMILES): C=C(CC)[C@H](C)[C@H](N)O

Positions of all 24 atoms, in Å:
C (1.37, 1.30, 0.78)
C (0.40, 0.79, 0.06)
C (-0.26, 1.80, -1.34)
C (0.54, 1.46, -2.59)
C (-0.49, -0.31, 0.11)
C (-1.75, -0.10, 0.93)
C (0.56, -1.64, 0.94)
N (-0.24, -2.83, 0.93)
O (0.94, -1.37, 2.26)
H (1.83, 0.75, 1.58)
H (1.84, 2.23, 0.50)
H (-1.33, 1.65, -1.49)
H (-0.10, 2.82, -1.00)
H (0.38, 0.43, -2.89)
H (1.61, 1.60, -2.41)
H (0.27, 2.11, -3.43)
H (-0.69, -0.77, -0.85)
H (-1.55, 0.50, 1.82)
H (-2.14, -1.07, 1.26)
H (-2.52, 0.38, 0.33)
H (1.49, -1.70, 0.36)
H (-0.52, -3.09, -0.01)
H (0.23, -3.62, 1.37)
H (0.13, -1.34, 2.78)

Version z
ORCA calculation (the ωB97M-V functional and the def2-TZVPD basis) on a 2-piece molecular cluster, C7H15NO overall.

Computed properties:
2S+1: 1
orbital gap: 8.6 eV
structure (SMILES): C=C/C(=C\N)CCC.O

Positions of all 24 atoms, in Å:
C (-0.66, 2.70, -1.22)
C (-0.41, 1.91, -0.15)
C (-0.42, 0.47, -0.03)
C (-1.14, -0.50, -0.65)
N (-2.09, -0.19, -1.59)
C (0.69, -0.09, 0.93)
C (0.10, -1.00, 2.08)
C (1.35, -1.41, 2.76)
H (-0.63, 2.31, -2.30)
H (-0.56, 3.67, -1.30)
H (-0.25, 2.35, 0.83)
H (-1.22, -1.68, -0.36)
H (-2.46, -0.88, -2.11)
H (-2.05, 0.74, -1.93)
H (1.63, -0.51, 0.48)
H (1.14, 0.80, 1.35)
H (-0.62, -0.42, 2.74)
H (-0.60, -1.79, 1.50)
H (1.26, -1.98, 3.68)
H (1.88, -2.09, 2.03)
H (1.99, -0.49, 2.86)
O (1.88, -1.08, -1.94)
H (0.97, -0.78, -1.85)
H (2.05, -1.75, -1.37)

Which is most stable? The ranking, best first, is version y, version z, version x, version w.

Version w
ORCA calculation (the ωB97M-V functional and the def2-TZVPD basis) on one molecule with the formula C4H10O2.

Computed properties:
2S+1: 1
orbital gap: 11.0 eV
structure (SMILES): COC[C@@H](C)O

Positions of all 16 atoms, in Å:
C (2.41, -0.67, -0.40)
O (1.41, 0.02, 0.30)
C (0.23, 0.30, -0.43)
C (-0.88, 0.39, 0.61)
C (-2.26, 0.55, 0.00)
O (-0.88, -0.79, 1.38)
H (1.99, -1.48, -1.01)
H (3.00, 0.00, -1.04)
H (3.08, -1.11, 0.35)
H (0.01, -0.53, -1.13)
H (0.33, 1.23, -1.01)
H (-0.66, 1.26, 1.25)
H (-3.01, 0.59, 0.80)
H (-2.50, -0.30, -0.65)
H (-2.33, 1.48, -0.59)
H (0.06, -0.95, 1.58)

Version x
ORCA calculation (the ωB97M-V functional and the def2-TZVPD basis) on a 2-piece molecular cluster, C4H10O2 overall.

Computed properties:
2S+1: 1
orbital gap: 11.1 eV
structure (SMILES): CC(=O)[C@@H](C)O.[H][H]

Positions of all 16 atoms, in Å:
C (-0.02, 2.10, 0.40)
C (0.69, 0.80, 0.10)
O (1.69, 0.76, -0.60)
C (0.16, -0.49, 0.71)
C (-1.25, -0.83, 0.20)
O (1.04, -1.54, 0.42)
H (-1.02, 2.11, -0.07)
H (-0.17, 2.21, 1.48)
H (0.56, 2.93, 0.01)
H (0.11, -0.34, 1.80)
H (-1.25, -0.90, -0.89)
H (-1.99, -0.08, 0.51)
H (-1.54, -1.80, 0.60)
H (1.76, -1.13, -0.10)
H (0.65, -1.94, -1.91)
H (0.57, -1.86, -2.65)

Which is most stable? The ranking, best first, is version w, version x.

Version w
ORCA calculation (the ωB97M-V functional and the def2-TZVPD basis) on one molecule with the formula C4H10O2.

Computed properties:
2S+1: 1
orbital gap: 8.3 eV

Positions of all 16 atoms, in Å:
C (-0.78, -1.59, 0.58)
O (-0.38, -0.27, 0.17)
C (0.87, -0.42, -1.04)
C (-1.41, 0.42, -0.58)
C (1.82, 0.65, -0.65)
O (2.48, 0.56, 0.61)
H (-1.01, -2.19, -0.31)
H (0.07, -2.04, 1.10)
H (-1.64, -1.52, 1.25)
H (1.29, -1.34, -0.62)
H (-2.29, 0.46, 0.06)
H (-1.61, -0.09, -1.53)
H (-1.04, 1.42, -0.79)
H (2.60, 0.58, -1.42)
H (1.37, 1.65, -0.77)
H (1.78, 0.51, 1.27)

Version x
ORCA calculation (the ωB97M-V functional and the def2-TZVPD basis) on a 2-piece molecular cluster, C4H10O2 overall.

Computed properties:
2S+1: 1
orbital gap: 10.6 eV
structure (SMILES): CC=O.CCO

Positions of all 16 atoms, in Å:
C (0.55, 1.84, -1.90)
C (-0.23, 0.65, -2.38)
O (-0.84, 0.04, -1.53)
H (0.84, 2.49, -2.75)
H (1.48, 1.53, -1.44)
H (-0.11, 2.49, -1.34)
H (-0.27, 0.31, -3.43)
C (0.65, -1.16, 2.17)
C (-0.42, -0.72, 1.18)
O (-1.59, -1.44, 1.64)
H (1.41, -0.48, 2.54)
H (0.18, -1.59, 3.06)
H (1.28, -1.96, 1.76)
H (-0.08, -0.79, 0.17)
H (-0.67, 0.34, 1.37)
H (-2.17, -1.56, 0.87)

Version y
ORCA calculation (the ωB97M-V functional and the def2-TZVPD basis) on C4H10O2 as an isolated structure.

Computed properties:
2S+1: 1
orbital gap: 10.8 eV

Positions of all 16 atoms, in Å:
C (-1.73, -0.01, 0.15)
C (-0.25, 0.30, 0.13)
O (0.26, -1.46, 1.62)
C (0.32, 1.02, -1.05)
C (1.64, 0.28, -0.98)
O (1.01, -0.91, -0.56)
H (-2.13, -0.36, 1.11)
H (-2.27, 0.93, -0.11)
H (-1.98, -0.73, -0.63)
H (0.08, 0.69, 1.11)
H (-0.37, -2.11, 1.29)
H (0.31, 2.10, -0.96)
H (-0.22, 0.66, -1.93)
H (2.32, 0.68, -0.21)
H (2.19, 0.21, -1.93)
H (0.87, -1.38, 0.83)

Version z
ORCA calculation (the ωB97M-V functional and the def2-TZVPD basis) on a 2-piece molecular cluster, C4H10O2 overall.

Computed properties:
2S+1: 1
orbital gap: 10.3 eV
structure (SMILES): CC(C)C=O.O

Positions of all 16 atoms, in Å:
C (0.93, -0.12, -0.43)
C (0.19, -0.45, 0.90)
C (0.95, -1.38, 1.81)
C (-1.15, -1.07, 0.53)
O (-2.00, -0.56, -0.14)
H (2.00, -0.31, -0.33)
H (0.71, 0.93, -0.59)
H (0.55, -0.78, -1.20)
H (-0.09, 0.51, 1.35)
H (1.85, -0.99, 2.30)
H (1.41, -2.20, 1.22)
H (0.48, -1.97, 2.60)
H (-1.36, -2.10, 0.89)
O (0.52, 2.90, -2.07)
H (0.46, 3.83, -2.25)
H (0.64, 2.51, -2.93)

Which is most stable? The ranking, best first, is version z, version x, version y, version w.

Version w
ORCA calculation (the ωB97M-V functional and the def2-TZVPD basis) on one molecule with the formula C4H10O2.

Computed properties:
2S+1: 1
orbital gap: 11.1 eV
structure (SMILES): CO[C@@H](C)CO

Positions of all 16 atoms, in Å:
C (0.35, -1.96, 0.45)
O (0.37, -0.57, 0.71)
C (0.41, 0.26, -0.43)
C (-0.81, 0.13, -1.33)
C (0.56, 1.67, 0.13)
O (1.73, 1.80, 0.91)
H (0.83, -2.19, -0.51)
H (0.91, -2.46, 1.24)
H (-0.67, -2.35, 0.43)
H (1.32, 0.02, -1.01)
H (-1.01, -0.91, -1.59)
H (-0.64, 0.67, -2.27)
H (-1.70, 0.54, -0.84)
H (0.63, 2.40, -0.68)
H (-0.34, 1.90, 0.72)
H (1.71, 1.05, 1.52)

Version x
ORCA calculation (the ωB97M-V functional and the def2-TZVPD basis) on one molecule with the formula C4H10O2.

Computed properties:
2S+1: 1
orbital gap: 11.2 eV
structure (SMILES): CC[C@H](C)OO

Positions of all 16 atoms, in Å:
C (0.73, -0.67, -1.71)
C (-0.14, -1.16, -0.58)
C (-0.26, -0.14, 0.77)
C (-1.09, 1.09, 0.46)
O (1.09, 0.09, 0.93)
O (1.05, 0.74, 2.39)
H (0.58, -1.31, -2.59)
H (0.49, 0.35, -2.00)
H (1.79, -0.73, -1.45)
H (0.20, -2.13, -0.22)
H (-1.19, -1.26, -0.89)
H (-0.70, -0.74, 1.57)
H (-0.57, 1.75, -0.24)
H (-1.27, 1.66, 1.38)
H (-2.06, 0.82, 0.04)
H (1.35, 1.63, 2.13)

Version y
ORCA calculation (the ωB97M-V functional and the def2-TZVPD basis) on a 2-piece molecular cluster, C4H10O2 overall.

Computed properties:
2S+1: 1
orbital gap: 12.0 eV
structure (SMILES): O=CO.CCC

Positions of all 16 atoms, in Å:
O (3.05, -1.96, 3.74)
C (2.98, -0.76, 3.66)
O (2.46, -0.01, 4.64)
H (3.47, -0.19, 2.88)
H (2.09, -0.69, 5.21)
C (-3.60, 0.86, -2.93)
C (-2.56, 0.22, -3.81)
C (-1.68, 1.26, -4.54)
H (-3.23, 1.34, -2.04)
H (-4.46, 0.22, -2.74)
H (-4.03, 1.68, -3.54)
H (-3.01, -0.33, -4.64)
H (-1.91, -0.47, -3.27)
H (-0.78, 0.76, -4.93)
H (-2.20, 1.60, -5.43)
H (-1.32, 2.00, -3.84)

Which is most stable? The ranking, best first, is version y, version w, version x.

Version w
ORCA calculation (the ωB97M-V functional and the def2-TZVPD basis) on one molecule with the formula C4H4O.

Computed properties:
2S+1: 1
orbital gap: 11.1 eV
structure (SMILES): C#C[C@H]1CO1

Positions of all 9 atoms, in Å:
C (2.08, -0.68, 0.24)
C (1.11, 0.00, -0.02)
C (-0.18, 0.48, -0.51)
C (-1.35, 0.06, 0.25)
O (-1.08, 1.44, 0.10)
H (2.96, -1.24, 0.49)
H (-0.21, 0.62, -1.59)
H (-1.15, -0.25, 1.28)
H (-2.18, -0.43, -0.24)

Version x
ORCA calculation (the ωB97M-V functional and the def2-TZVPD basis) on one molecule with the formula C4H4O.

Computed properties:
2S+1: 1
orbital gap (alpha / beta): 8.7 / 8.5 eV

Positions of all 9 atoms, in Å:
C (-1.16, 0.61, 0.14)
C (-1.62, -0.55, 0.11)
C (1.27, -0.23, -0.33)
C (0.36, 0.88, -0.05)
O (1.19, 0.48, 0.94)
H (-1.65, 1.51, 0.43)
H (-1.47, -1.51, -0.22)
H (0.90, -1.20, -0.25)
H (2.19, 0.01, -0.78)

Which is most stable? The ranking, best first, is version w, version x.